# 1
# H35O18

A cluster of 18 separate species, H35O18 in total at a distorted geometry (ωB97M-V/def2-TZVPD, the OMol25 dataset).

XYZ file:
```
53
Properties=species:S:1:pos:R:3:forces:R:3:lowdin_charge:R:1
O 2.00554 1.12871 1.33237 0.749 -0.190 0.168 -0.38
O 3.53603 -3.21141 3.91049 0.453 -0.443 0.626 -0.07
O 3.32304 -0.47094 -3.69445 1.101 0.216 0.266 -0.04
O 0.62907 -2.48404 -4.29296 0.901 0.335 -0.948 -0.04
O 1.24228 3.63182 1.95841 0.156 0.215 0.379 -0.11
O -2.33669 3.91534 1.23484 0.301 0.331 0.119 -0.05
O -0.39562 -1.24222 2.63913 0.086 1.002 0.056 -0.05
O -1.00184 2.83610 -2.08924 -0.218 0.272 0.147 -0.08
O 3.91546 1.94315 -1.98994 0.680 0.939 -0.808 -0.05
O -4.98851 -0.32491 1.52140 0.192 -0.122 0.019 -0.06
O -1.11824 1.45327 0.54103 -0.204 -0.733 -0.570 -0.06
O -4.62032 2.30040 -1.33213 0.636 -0.135 0.115 -0.07
O -1.42483 -3.74940 2.02230 0.395 -0.217 0.435 -0.07
O -2.47575 -1.93102 0.01118 -0.933 -0.112 0.693 -0.06
O 2.45278 -1.49021 1.74328 0.846 -0.417 0.832 -0.08
O 1.13183 1.47048 -1.01813 -0.054 -0.330 -0.493 -0.12
O -1.03569 -0.48257 -2.04438 -0.189 -0.005 -0.414 -0.04
O 0.27256 -3.33965 -0.28419 0.324 0.103 -0.296 -0.05
H -0.58075 2.26891 -2.73952 -0.158 -0.070 -0.056 0.02
H -1.49215 -3.58946 1.08028 -0.379 0.084 0.197 -0.02
H 2.91079 -3.49791 3.24487 -0.131 0.389 -0.163 0.01
H 3.52390 1.07979 -2.08688 -0.120 -0.507 0.679 -0.01
H 1.70034 2.74803 1.92896 -0.530 -0.008 -0.355 -0.01
H 0.30417 -3.19284 0.67063 -0.123 -0.140 0.097 0.02
H -2.44783 -1.07542 -0.42892 0.578 -0.162 -0.404 0.02
H 1.80838 1.41838 -0.27636 -0.474 -0.219 0.371 0.00
H 3.70784 2.37360 -1.15897 -0.314 -0.507 0.192 0.03
H 0.88745 -3.26478 -3.80117 -0.742 0.105 0.443 0.04
H 2.72070 0.27241 -3.75282 -0.544 -0.466 -0.262 0.03
H -4.39839 1.60762 -0.69519 -0.357 0.020 0.043 0.02
H -1.92919 4.15747 0.39305 -0.229 -0.147 -0.124 0.04
H -1.00275 -0.51993 2.84761 -0.290 -0.344 0.025 0.06
H 0.29898 -0.71971 2.20287 0.253 -0.426 0.034 0.03
H -1.90936 -2.55773 -0.44225 0.191 0.501 -0.457 0.00
H 2.88653 -1.32251 -3.74322 -0.741 0.323 -0.120 0.02
H 1.48805 1.88786 -1.80653 0.265 0.193 0.259 0.03
H 1.90037 -2.03269 1.18854 -0.263 0.531 -0.311 -0.01
H 0.51866 3.55488 1.33292 0.159 -0.068 -0.140 -0.02
H -4.36093 -1.03902 1.33950 -0.008 0.004 -0.114 0.02
H -3.73256 2.59305 -1.59106 -0.192 0.080 -0.164 0.02
H -0.13832 -2.00368 -3.98108 -0.064 -0.439 0.425 0.02
H -0.23363 1.78922 0.72665 -0.028 -0.172 0.468 0.00
H -0.77405 -1.37591 -2.27754 0.084 -0.075 0.337 0.01
H -1.14962 -2.89138 2.40021 -0.152 -0.149 -0.309 0.00
H -4.95525 -0.22160 2.47729 -0.025 0.045 -0.033 0.03
H 2.95835 1.13010 1.50573 -0.140 0.201 0.001 -0.02
H 3.53293 -2.25163 3.89788 -0.280 0.004 -0.408 0.02
H -1.70290 4.25846 1.87791 -0.129 -0.037 0.132 0.04
H 1.13789 -3.07181 -0.61919 -0.159 -0.019 0.033 0.05
H -0.74990 2.42122 -1.24453 -0.148 -0.086 -0.215 -0.02
H -0.33716 -0.14984 -1.46655 0.247 0.309 0.204 0.02
H 2.28255 -0.51319 1.67554 -0.631 0.001 -0.771 -0.02
H -1.78426 1.77713 1.15234 0.351 0.543 0.143 0.03
```
Positions in Å, forces in eV/Å.

Lowest unoccupied orbital energy in eV: 1.87
HOMO energy in eV: -6.96
Energy in eV: -37425.896
Net charge: -1
Orbital gap in eV: 8.829

***

# 2
# H36O18

A cluster of 18 separate species, H36O18 in total at a distorted geometry (ωB97M-V/def2-TZVPD, the OMol25 dataset).

XYZ file:
```
54
Properties=species:S:1:pos:R:3:forces:R:3:lowdin_charge:R:1
O -0.23745 -2.48901 -1.90578 -0.439 1.131 0.408 -0.03
O 2.81505 2.00745 2.18122 0.390 0.588 0.668 -0.07
O 4.24872 0.91886 -0.27420 0.262 1.429 -1.369 -0.06
O -0.69128 -1.66632 2.65907 0.820 -1.661 -0.020 -0.05
O -2.35841 -0.41322 -2.83562 -1.155 -0.350 -1.238 -0.03
O -3.07463 1.38328 -0.02778 0.870 0.593 1.426 -0.01
O -0.87657 -3.63619 0.41246 0.494 -1.171 -0.763 -0.05
O 2.30924 -0.80099 -0.96925 0.664 -0.482 -2.018 -0.09
O 0.03023 1.64452 2.19854 -0.901 0.624 -0.752 -0.04
O -0.27003 -0.44259 0.20653 0.709 -0.088 -1.571 -0.04
O 1.98198 -0.80721 2.01001 -0.059 2.692 0.844 -0.04
O -3.01653 -1.30796 0.06080 -1.568 -0.161 -0.306 -0.02
O 1.80698 -2.97981 0.34734 -0.380 -1.482 1.062 -0.08
O 1.65306 1.97955 -0.46607 0.217 0.668 -1.685 -0.04
O -2.47947 0.24217 2.74849 0.482 1.715 0.012 -0.04
O 0.75225 -0.06550 -3.00921 0.957 -1.026 -0.510 -0.04
O -0.93908 2.94856 -0.02443 -0.091 1.347 0.467 -0.08
O -1.03197 1.84883 -2.39523 1.122 1.464 0.475 -0.08
H 0.61603 -0.39546 -0.24561 -1.131 -0.207 0.874 0.04
H -1.00378 -2.88180 0.96741 -0.195 0.815 0.947 -0.02
H 2.30591 1.52431 1.53723 -0.002 -0.347 -0.641 -0.04
H -0.16726 -1.30108 1.94663 0.887 0.003 -0.188 -0.03
H -2.95456 0.43835 -0.16347 0.080 -1.139 0.376 0.01
H 0.94469 2.62591 -0.53285 -0.327 -0.068 0.582 0.01
H -2.16873 -1.16461 0.43960 1.725 -0.090 0.550 -0.02
H -0.24599 0.32015 0.77547 0.188 0.579 0.722 0.00
H 2.17768 2.25005 -1.25405 0.096 -0.510 0.927 0.09
H 1.94251 -2.25895 -0.26098 -0.710 0.210 -0.415 -0.05
H 3.10110 -1.24513 -1.33295 0.076 0.250 0.763 0.12
H -2.04624 -0.97605 -2.14486 0.304 -0.492 0.860 -0.02
H 0.22896 0.68479 -2.72040 -0.778 0.409 0.076 0.00
H 0.84667 -3.25396 0.42354 1.395 0.393 -0.033 0.03
H -1.00729 2.15041 -1.44197 -0.183 -0.499 -0.831 0.02
H 1.82873 -0.72889 -1.82705 -0.269 0.480 0.409 0.04
H -0.11243 2.06244 3.03816 0.140 -0.036 1.096 0.07
H 0.09472 -3.19190 -2.43140 0.485 -0.778 -0.988 0.06
H -3.38459 0.21896 2.45743 -0.596 0.116 -0.222 0.05
H 3.37862 0.65630 -0.60603 0.437 -0.499 0.857 -0.03
H -1.11236 3.91266 0.00920 -0.049 -0.800 -0.054 0.12
H 2.08336 -1.59219 1.50745 0.125 -2.104 -0.107 -0.03
H -0.52893 -3.29096 -0.43222 -0.920 0.169 0.203 -0.01
H -0.40330 2.50158 -2.75976 -0.603 -0.264 -0.317 0.09
H -3.53792 1.59833 -0.80165 -1.241 0.853 -1.790 0.05
H -0.05058 -1.63276 -2.33496 0.039 -0.443 -0.012 0.02
H 4.61548 0.29069 0.32390 -0.192 -0.780 0.696 0.03
H -1.95275 0.44234 -2.77898 0.381 0.401 0.288 -0.04
H -1.36356 -1.01893 2.71878 -1.369 1.022 0.549 -0.05
H -1.78892 2.46653 0.13048 -0.367 -0.153 0.026 0.03
H 0.60799 -0.24674 -3.94530 -0.197 0.279 0.150 0.10
H 2.32980 1.79614 2.97935 0.113 0.010 0.257 0.01
H -3.52717 -1.74363 0.75876 0.130 0.005 -0.329 0.09
H -0.23291 2.37354 1.59943 0.497 -0.460 -0.108 0.03
H -2.13677 1.14620 2.51517 -0.415 -1.446 0.245 0.06
H 2.00168 -0.90105 2.96961 0.054 -0.710 -0.547 0.07
```
Positions in Å, forces in eV/Å.

Lowest unoccupied orbital energy in eV: -0.67
HOMO energy in eV: -9.85
Energy in eV: -37440.221
Orbital gap in eV: 9.178

***

# 3
# H36O18

A cluster of 18 separate species, H36O18 in total at a distorted geometry (ωB97M-V/def2-TZVPD, the OMol25 dataset).

XYZ file:
```
54
Properties=species:S:1:pos:R:3:forces:R:3:lowdin_charge:R:1
O -3.83752 -2.14605 -2.73555 0.482 -1.103 0.696 -0.06
O 1.61953 -0.84195 1.50796 0.761 -0.183 0.337 -0.05
O -0.83937 -1.17463 -3.45805 -0.298 -0.600 -0.122 -0.06
O -0.75765 0.85680 3.00958 1.764 -1.410 -0.139 -0.04
O 3.24219 3.35575 0.60788 -0.377 0.223 0.347 -0.06
O -4.94645 1.65420 0.80584 -0.986 -0.707 0.072 -0.04
O 4.37141 -2.11844 -0.66930 -2.280 0.129 1.804 -0.08
O -1.42312 5.20986 1.13703 -0.436 -0.539 -1.083 -0.08
O 1.48484 -4.14661 0.88415 1.078 -0.212 0.757 -0.05
O 2.75668 -1.41300 -2.73417 0.132 0.020 -0.165 -0.06
O -3.78734 2.53472 -2.35375 -0.488 0.081 -0.874 -0.07
O 0.50553 3.16216 1.03567 -0.428 -0.277 -0.067 -0.06
O -4.49868 -1.37494 2.58229 -0.702 0.055 -0.992 -0.06
O 3.38914 1.43611 4.01701 0.014 1.032 -0.807 -0.07
O 3.35993 -4.62948 -2.07128 -0.026 1.375 0.571 -0.09
O -3.64548 1.33703 -5.25342 0.129 -0.973 0.271 -0.06
O 0.87705 -0.60099 -1.06534 -0.089 1.072 -0.375 -0.09
O 2.87853 -0.90722 4.91304 0.246 -0.831 0.811 -0.07
H 3.49182 -1.67681 -0.73602 0.796 0.362 -1.156 0.02
H -1.02747 5.85301 0.51756 -0.233 -0.514 0.432 0.06
H 1.76033 -0.67461 -1.49737 -1.252 -0.771 0.789 0.00
H 1.87551 -4.24904 1.78324 -0.710 0.086 -0.936 0.06
H -4.98388 -2.04018 2.08266 0.224 -1.097 0.565 0.03
H 3.38012 2.30679 3.57956 0.047 -0.320 0.386 0.05
H -1.77908 -0.99220 -3.39864 -0.378 0.545 -0.001 0.00
H 3.18071 -0.15232 5.44030 -0.205 -0.184 -0.500 0.04
H 4.08111 -2.42301 0.22574 1.465 -0.435 -0.428 0.06
H -3.85490 0.40115 -5.04680 -0.056 0.786 -0.156 0.05
H 4.04503 2.90805 0.33153 -0.259 -0.218 -0.312 0.05
H 0.61987 -3.75406 0.98492 -0.280 0.084 0.260 0.03
H -0.86870 -2.09594 -3.17090 0.583 0.017 -0.052 0.03
H 2.16039 -1.21305 -3.46082 -0.042 -0.109 -0.178 0.07
H 0.73270 -0.51456 1.68234 -0.206 0.064 0.250 0.02
H 3.23674 0.84140 3.27184 0.160 0.022 -0.026 0.03
H -4.41847 -2.07776 -1.97501 -0.558 0.766 0.035 0.04
H -3.38501 -2.95799 -2.43038 0.125 0.384 -0.797 0.05
H 3.41547 -3.66287 -1.85083 0.079 -1.071 -0.504 0.00
H 0.01379 3.69776 1.66797 0.049 0.353 -0.142 0.02
H 0.51519 -1.40326 -0.67376 0.967 0.030 -0.397 0.02
H 3.28630 -4.96608 -1.17192 -0.088 -0.415 -0.059 0.02
H 3.56975 -1.77918 -3.09030 0.090 0.069 -0.178 0.07
H -4.84702 -0.67896 2.01155 0.446 1.114 0.351 0.01
H -1.20833 0.67932 3.83480 -0.737 0.801 -0.440 0.05
H 1.35783 3.00465 1.44053 0.251 -0.127 0.407 0.00
H -2.68071 1.30911 -5.30816 -0.100 0.191 -0.058 0.04
H 1.73971 -1.67894 1.96940 -0.306 0.146 0.103 0.02
H -2.99956 2.95326 -2.70369 0.498 0.126 0.316 0.03
H -1.03332 1.48870 2.35566 -0.838 0.512 0.412 0.01
H -1.79590 4.50024 0.55110 0.544 1.070 0.709 0.06
H -4.64468 2.19717 0.08001 0.510 0.191 -0.152 0.01
H 2.43890 -0.54153 4.15331 -0.377 0.283 -0.097 -0.02
H -4.34132 1.66664 1.54021 0.534 0.415 0.028 0.02
H 2.48451 3.10646 0.05246 0.753 -0.042 -0.182 0.03
H -4.26663 2.42532 -3.20164 0.012 -0.262 0.664 0.03
```
Positions in Å, forces in eV/Å.

Lowest unoccupied orbital energy in eV: -0.35
HOMO energy in eV: -10.21
Energy in eV: -37438.074
Orbital gap in eV: 9.862

***

# 4
# H36O18

A cluster of 18 separate species, H36O18 in total at a distorted geometry (ωB97M-V/def2-TZVPD, the OMol25 dataset).

XYZ file:
```
54
Properties=species:S:1:pos:R:3:forces:R:3:lowdin_spin:R:1
O 2.48814 -2.15001 -3.09129 1.626 2.347 3.742 0.03
O 1.37586 -0.94513 -0.63024 3.348 -5.288 3.783 0.00
O -0.33190 4.71928 -0.43407 -1.406 4.922 -1.915 0.31
O 0.71712 2.54608 0.45204 -2.603 0.900 3.466 0.00
O -2.46992 -2.88369 -3.42347 -2.473 11.430 1.880 0.01
O -2.59254 2.21903 1.75096 0.501 -0.511 0.742 0.00
O 2.92510 1.03663 2.80854 -0.052 1.792 -0.845 0.00
O 2.04624 4.74106 1.75019 -0.942 -3.965 -1.063 0.30
O 0.19240 1.54539 3.04403 0.276 0.575 -0.906 0.00
O -3.56631 -0.58279 -0.45231 3.973 2.328 -3.478 0.00
O 3.94772 2.97306 -0.85640 -2.507 1.362 1.169 0.00
O -1.11972 -0.50039 -3.50498 -0.989 -3.055 -1.374 0.31
O 2.60744 -3.52731 0.69388 -0.167 0.993 1.116 0.00
O 5.24812 0.95044 0.83847 0.915 -3.238 -0.825 0.00
O -4.47572 2.56877 -0.52175 -1.904 0.792 -3.722 0.04
O -3.76325 -4.01753 -0.28710 3.376 0.212 1.763 0.00
O -2.05616 -4.42628 2.37063 3.519 2.042 3.528 0.00
O -1.39168 -3.87107 -0.80620 0.895 1.129 0.257 0.00
H -2.97711 -3.00219 -2.67605 -1.716 -0.544 2.375 0.00
H 2.27418 -1.32483 -2.49660 0.505 -2.302 -1.668 0.00
H 4.17840 2.10769 -0.58101 1.333 -1.145 -0.629 0.00
H -2.74496 -0.03610 -0.20754 -2.181 -1.464 0.128 0.00
H 1.15173 1.73140 2.82846 -1.524 -1.235 0.750 0.00
H -1.66935 2.25569 2.00857 1.164 0.709 -0.766 0.00
H -1.95047 -3.04722 -0.78478 1.223 -0.978 0.554 0.00
H -2.68358 -4.66102 1.77757 -2.653 -1.770 -3.080 0.00
H 1.81982 -2.17620 -3.71446 -2.185 -0.018 -2.035 0.00
H -1.24154 5.09243 -0.28363 1.094 -0.546 -0.140 0.00
H 6.12585 0.50753 1.08802 -1.970 1.967 -0.135 0.00
H 1.71566 4.07335 1.00620 0.816 1.661 1.947 0.00
H 1.48578 -2.07939 -0.66574 -0.803 4.457 -0.447 0.00
H -3.13069 -4.43491 -0.89282 -1.226 -0.267 -0.057 0.00
H -1.35791 -5.06331 2.56799 -0.831 -0.177 -0.551 0.00
H -2.77712 1.80463 2.60072 -1.509 -0.202 0.176 0.00
H 2.78701 -3.27616 1.61512 -0.438 0.658 -0.218 0.00
H -0.67858 -3.78417 -0.12141 -1.261 0.006 -0.855 0.00
H 1.29309 2.25248 -0.17469 2.486 -1.809 -2.890 0.00
H -4.06228 -0.83444 0.25802 -1.607 -0.788 3.355 0.00
H -4.36500 3.18437 0.14498 0.893 0.729 2.490 0.00
H 0.43573 1.83381 1.08639 0.471 0.815 -0.812 0.00
H -0.25479 3.92385 -0.01420 0.211 -4.150 2.072 0.00
H 2.04415 -0.98398 0.24247 -2.454 0.833 -3.289 0.00
H -1.74411 0.12154 -3.20751 -1.100 2.140 0.922 0.00
H 3.02118 -4.36878 0.76734 0.488 -1.565 -0.900 0.00
H 3.53913 0.55657 2.23822 0.190 -0.071 -0.060 0.00
H -4.65359 -3.85029 -0.34132 -2.967 -0.226 -1.400 0.00
H 1.96935 5.59196 1.38978 -0.079 2.206 -1.018 0.00
H -0.04875 0.63356 2.81096 0.769 0.189 0.326 0.00
H 5.00245 1.79520 1.15301 1.054 1.405 1.115 0.00
H -1.82814 -1.23978 -3.76357 2.145 0.786 0.596 0.00
H 4.46878 3.45288 -1.47654 1.047 -0.388 -0.586 0.00
H -2.20040 -3.59179 -3.73618 3.994 -10.626 -4.472 0.00
H 2.97006 1.97182 2.44911 0.293 -1.452 0.724 0.00
H -4.16158 1.69966 -0.50226 0.945 -1.602 1.157 0.00
```
Positions in Å, forces in eV/Å.

Lowest unoccupied orbital energy (spin up / spin down) in eV: -2.82 / -10.68
HOMO energy (spin up / spin down) in eV: -13.31 / -12.73
Energy in eV: -37424.366
2S+1: 2
Net charge: +1
Orbital gap (spin up / spin down) in eV: 10.488 / 2.048